No. 1
Entry from OMol25: a single C6H6 molecule (wB97M-V/def2-TZVPD).

Computed properties:
E_tot	-6316.8076	eV
total charge	0
HOMO level	-8.65	eV
LUMO	0.1	eV
energy above the lowest of the compared OMol25 structures with the same formula, charge and spin	230.8	kJ/mol
gap between HOMO and LUMO	8.72	eV

Last column: Löwdin charge in e.
Element x y z (Å)
C (0.172, 1.686, 1.179)  0.069
C (0.032, 0.641, 0.370)  -0.364
C (-0.834, -0.503, 0.723)  -0.065
C (-0.661, -1.360, -0.310)  -0.107
C (0.462, -0.945, -1.198)  -0.092
C (0.835, 0.343, -0.874)  -0.048
H (0.848, 2.508, 0.904)  0.065
H (-0.723, 1.896, 1.894)  0.107
H (-1.488, -0.693, 1.514)  0.086
H (-1.194, -2.337, -0.491)  0.112
H (0.931, -1.681, -1.925)  0.113
H (1.584, 1.127, -1.230)  0.124

No. 2
Entry from OMol25: C19H48B3NO15P2S as an isolated structure (wB97M-V/def2-TZVPD).

Computed properties:
E_tot	-84136.5803	eV
total charge	0
HOMO level	-9.18	eV
LUMO	0.1	eV
energy above the lowest of the compared OMol25 structures with the same formula, charge and spin	0.0	kJ/mol
gap between HOMO and LUMO	9.25	eV

Last column: Löwdin charge in e.
Element x y z (Å)
N (2.324, 0.339, 1.559)  0.008
C (3.409, 0.036, 0.611)  -0.205
C (2.865, -0.780, -0.567)  -0.351
O (3.263, -0.115, -1.791)  -0.049
C (3.438, -2.190, -0.658)  0.003
B (2.556, -3.258, 0.073)  -0.504
O (2.361, -4.556, -0.383)  0.265
B (1.331, -5.271, 0.205)  -0.306
O (0.362, -4.676, 0.984)  0.273
B (0.549, -3.301, 1.042)  -0.533
C (-0.589, -2.241, 0.831)  -0.059
C (-1.697, -2.287, 1.897)  -0.187
C (-2.808, -1.256, 1.652)  -0.208
C (-3.331, -1.266, 0.208)  -0.245
S (-5.070, -0.908, 0.099)  0.588
O (-5.510, -0.032, 1.131)  -0.263
O (-5.774, -2.141, -0.066)  -0.275
O (-5.205, -0.088, -1.280)  -0.162
O (1.868, -2.891, 1.240)  0.276
H (2.679, 0.843, 2.359)  0.063
H (1.862, -0.513, 1.848)  0.042
H (4.257, -0.454, 1.104)  0.110
H (3.780, 1.000, 0.265)  0.114
H (1.772, -0.748, -0.545)  0.135
H (2.555, 0.482, -2.050)  0.089
H (3.500, -2.466, -1.713)  0.124
H (4.450, -2.257, -0.248)  0.129
H (1.264, -6.439, 0.004)  0.115
H (-0.967, -2.371, -0.190)  0.118
H (-0.124, -1.252, 0.883)  0.106
H (-1.225, -1.995, 2.839)  0.122
H (-2.096, -3.290, 2.055)  0.124
H (-2.344, -0.280, 1.812)  0.121
H (-3.595, -1.350, 2.398)  0.115
H (-3.178, -2.241, -0.257)  0.107
H (-2.732, -0.572, -0.382)  0.110
H (-4.478, -0.384, -1.847)  0.084
O (6.487, -0.621, 3.392)  -0.223
P (7.628, -0.475, 4.311)  0.461
O (8.941, -1.106, 3.643)  -0.181
C (9.491, -0.505, 2.463)  -0.270
C (10.331, 0.717, 2.784)  -0.080
O (7.366, -1.619, 5.440)  -0.203
C (6.076, -2.206, 5.615)  -0.299
C (6.011, -3.566, 4.954)  -0.072
O (8.351, 0.527, 5.325)  -0.186
C (7.538, 1.355, 6.196)  -0.242
C (7.373, 0.713, 7.560)  -0.067
H (8.688, -0.254, 1.764)  0.112
H (10.110, -1.268, 1.993)  0.118
H (9.714, 1.529, 3.173)  0.067
H (10.840, 1.075, 1.889)  0.078
H (11.074, 0.481, 3.545)  0.083
H (5.291, -1.549, 5.240)  0.104
H (5.922, -2.313, 6.692)  0.111
H (6.267, -3.498, 3.897)  0.076
H (5.012, -3.994, 5.049)  0.076
H (6.727, -4.246, 5.418)  0.077
H (6.569, 1.561, 5.736)  0.117
H (8.064, 2.303, 6.293)  0.116
H (6.609, -0.063, 7.542)  0.062
H (7.067, 1.460, 8.293)  0.080
H (8.304, 0.250, 7.882)  0.089
O (-5.832, 3.208, -5.488)  -0.220
P (-7.292, 3.162, -5.680)  0.460
O (-7.843, 4.644, -5.945)  -0.182
C (-7.446, 5.342, -7.132)  -0.272
C (-8.246, 4.905, -8.345)  -0.081
O (-7.877, 2.917, -4.183)  -0.201
C (-7.044, 2.424, -3.131)  -0.300
C (-6.610, 3.550, -2.219)  -0.066
O (-8.480, 2.361, -6.392)  -0.189
C (-8.430, 0.911, -6.420)  -0.244
C (-9.233, 0.314, -5.282)  -0.066
H (-6.374, 5.205, -7.302)  0.112
H (-7.617, 6.399, -6.935)  0.118
H (-8.021, 3.872, -8.615)  0.067
H (-8.016, 5.539, -9.202)  0.077
H (-9.314, 4.961, -8.138)  0.082
H (-6.185, 1.886, -3.531)  0.099
H (-7.639, 1.706, -2.563)  0.112
H (-6.105, 4.336, -2.781)  0.078
H (-5.938, 3.180, -1.443)  0.074
H (-7.479, 4.003, -1.739)  0.079
H (-7.395, 0.562, -6.401)  0.117
H (-8.860, 0.611, -7.375)  0.115
H (-8.674, 0.339, -4.348)  0.062
H (-9.471, -0.729, -5.494)  0.080
H (-10.155, 0.871, -5.127)  0.089

No. 3
Entry from OMol25: C4H6Br6CaO3 as an isolated structure (wB97M-V/def2-TZVPD).

Computed properties:
E_tot	-449082.0200	eV
total charge	0
HOMO level	-9.05	eV
LUMO	-1.4	eV
energy above the lowest of the compared OMol25 structures with the same formula, charge and spin	53.0	kJ/mol
gap between HOMO and LUMO	7.68	eV

Last column: Löwdin charge in e.
Element x y z (Å)
Ca (-0.314, 0.225, -3.591)  1.558
O (-1.587, 1.331, -5.084)  -0.621
H (-2.300, 1.507, -4.440)  -0.100
C (-0.081, 2.333, 0.250)  -0.002
C (-0.353, 1.561, -1.024)  -0.745
O (-0.165, 0.334, -1.117)  -0.172
O (-0.816, 2.111, -2.066)  -0.137
H (-0.575, 3.304, 0.284)  0.083
H (0.976, 2.503, 0.455)  0.039
H (-0.550, 1.741, 1.036)  0.081
C (2.191, -0.252, 2.471)  -1.525
Br (1.554, -0.154, 4.317)  0.544
Br (3.264, -1.908, 2.123)  0.488
Br (3.289, 1.298, 1.933)  0.553
H (1.253, -0.369, 1.928)  -0.057
C (-1.110, -2.967, 0.439)  -1.470
Br (-0.322, -4.218, -0.819)  0.540
Br (-0.461, -3.181, 2.343)  0.500
Br (-3.110, -3.228, 0.414)  0.500
H (-0.781, -1.970, 0.149)  -0.054

No. 4
Entry from OMol25: C16H8BrCl4N2O3RhS as an isolated structure (wB97M-V/def2-TZVPD).

Computed properties:
E_tot	-159821.8206	eV
expectation value of S²	0.75
total charge	-1
HOMO level (spin up / spin down)	-3.59 / -3.53	eV
LUMO (spin up / spin down)	2.2 / 2.2	eV
energy above the lowest of the compared OMol25 structures with the same formula, charge and spin	0.0	kJ/mol
2S+1	2
gap between HOMO and LUMO (spin up / spin down)	5.83 / 5.77	eV

Last column: Löwdin charge in e.
Element x y z (Å)
Rh (-0.213, 0.569, -0.958)  0.820
Cl (-0.796, -5.854, 1.551)  0.600
C (-1.035, -4.385, 0.655)  -0.732
C (-2.119, -4.246, -0.184)  -0.733
Cl (-3.267, -5.538, -0.369)  0.597
C (-2.295, -3.041, -0.887)  -0.618
Cl (-3.670, -2.823, -1.932)  0.638
C (-1.408, -1.979, -0.776)  -0.401
O (-1.598, -0.849, -1.423)  -0.280
C (-0.262, -2.129, 0.076)  -0.432
O (0.582, -1.150, 0.158)  -0.213
C (-0.125, -3.325, 0.784)  -0.620
Cl (1.242, -3.456, 1.853)  0.633
O (1.068, 2.160, -0.553)  -0.277
N (2.237, 2.096, -1.189)  -0.204
C (3.253, 2.807, -0.657)  -0.033
C (4.484, 2.851, -1.249)  -0.079
C (4.683, 2.132, -2.432)  -0.089
C (3.644, 1.412, -2.955)  -0.099
C (2.379, 1.376, -2.332)  -0.661
S (1.058, 0.490, -2.956)  0.672
H (2.994, 3.317, 0.258)  0.131
H (5.275, 3.426, -0.791)  0.098
H (5.648, 2.129, -2.921)  0.102
H (3.760, 0.829, -3.857)  0.101
Br (-3.960, 1.860, 4.504)  0.735
C (-2.923, 1.437, 2.983)  -0.692
C (-3.513, 1.415, 1.734)  -0.097
C (-2.705, 1.131, 0.644)  -0.090
N (-1.401, 0.899, 0.767)  -0.042
C (-0.852, 0.881, 1.976)  -0.088
C (-1.579, 1.151, 3.125)  -0.094
H (-4.569, 1.600, 1.606)  0.102
H (-3.105, 1.059, -0.359)  0.119
H (0.199, 0.621, 2.009)  0.121
H (-1.110, 1.126, 4.097)  0.103